Record 1
# C39H45Ge2N3O2Ru

A structure of composition C39H45Ge2N3O2Ru (ωB97M-V/def2-TZVPD, OMol25).

CARTESIAN COORDINATES (ANGSTROEM)
C 0.2968 4.5179 -2.0522
H -0.8403 -1.2952 -5.0426
N 1.1859 1.5487 1.3374
H 2.5456 1.7614 -3.7109
C 4.7880 4.2213 -1.7297
H 0.6856 -2.1733 -5.1034
C 0.2339 2.3207 0.9991
H 5.4125 4.9105 -1.1781
H -1.7936 -2.9721 -2.8558
H 0.4418 1.0528 3.2598
H -0.2354 -4.7350 -2.2583
Ru 0.8215 -0.4752 0.1996
H 3.1617 3.9512 -4.6981
C -5.5791 -3.2102 -3.7195
H 0.2016 -6.7723 0.6399
H 1.7494 -3.4788 -1.3702
H -5.8462 0.7095 -1.5868
H -3.6977 1.8967 -2.1087
C -2.6819 -0.2830 1.2381
H -7.1976 -2.5713 -0.8193
C -2.7800 -1.4972 -1.8204
C -0.0405 -4.6646 0.6810
C 1.7614 -3.4010 1.6908
Ge 0.2394 -1.5730 -2.1360
C 0.2451 -1.1792 -5.0057
H -0.4524 2.7147 1.7591
C 0.5607 -4.3986 -2.9243
C -0.4789 3.7780 -2.9374
H 4.8117 2.7155 -0.1931
C 4.4577 2.9966 -1.1761
C 2.4355 -4.6188 1.9419
H -1.0128 -4.6689 0.2041
C -0.7054 2.0235 -1.3091
H -2.8079 0.6831 1.7374
C 0.6847 -0.4857 -3.7108
C 1.3952 1.2621 2.7670
C -3.9125 1.5842 -1.0854
H -3.4335 -1.5198 2.8577
H -5.0216 -1.6076 -0.2712
C -5.4203 1.4141 -0.8752
H 2.4095 -0.1945 3.9527
C 0.5460 4.0189 -0.7842
H -3.5584 -2.6611 -4.1553
C -6.6120 -3.1848 -2.7906
C 2.2956 -2.2060 2.2679
C -6.4019 -2.5974 -1.5527
H 3.3866 -4.5851 2.4621
H -0.6940 4.1672 -3.9244
H 1.2272 -5.2486 -3.0838
C -0.9724 2.5348 -2.5745
C 3.1808 2.4527 -3.1727
H -4.6846 -1.0119 1.7367
C 2.3369 0.0818 2.8988
O -0.1504 -2.3212 0.7188
H 1.1299 4.5965 -0.0769
C -5.1652 -2.0429 -1.2531
H -5.9344 2.3674 -1.0021
C -4.1149 -2.0706 -2.1667
H 1.8366 2.1431 3.2347
C 1.9056 -5.8177 1.5541
C 0.6439 -5.8266 0.9295
C 3.5215 3.6800 -3.7149
H -5.7391 -3.6538 -4.6938
H -3.5277 2.3740 -0.4319
H 3.3369 0.3525 2.5491
H 4.5887 5.5144 -3.4261
H 2.1510 -2.9135 -2.9766
H -7.5747 -3.6150 -3.0336
H -5.6554 1.0533 0.1290
C -1.6530 -2.0539 -2.2795
C 1.3152 -3.2039 -2.3332
C 3.6564 2.1215 -1.9060
H -3.5457 -2.2812 1.2773
C -4.3460 -2.6587 -3.4116
H 0.1016 -4.1611 -3.8864
H 2.4310 -6.7428 1.7434
Ge -2.7939 0.0647 -0.6691
H 0.5425 -0.6098 -5.8893
H -1.6617 -0.6225 1.4279
C -3.6431 -1.3310 1.8045
C 3.2599 0.8713 -1.3174
O -1.0794 0.7604 -0.9677
H 3.1471 -2.3330 2.9437
H 0.6961 5.4796 -2.3439
H -1.5536 1.9412 -3.2694
H 1.7710 -0.3525 -3.7020
N 2.8697 -0.0791 -0.7968
C 0.0369 2.7798 -0.4029
C 0.5121 -3.4115 1.0180
N 1.7941 -1.0283 2.1138
H 0.2352 0.5040 -3.6321
C 4.3219 4.5580 -2.9956

Force components x, y, z for each atom (eV/Å):
C 0.00 -0.05 0.03
H 0.01 0.00 0.02
N -0.24 -0.09 0.04
H 0.02 0.02 0.00
C -0.02 -0.04 -0.01
H 0.01 0.01 0.03
C 0.11 0.14 0.03
H 0.00 0.00 -0.01
H -0.01 0.04 -0.01
H -0.02 -0.03 0.00
H 0.00 0.02 0.01
Ru -0.40 -0.21 0.45
H 0.01 0.00 0.00
C -0.01 0.00 0.01
H 0.01 0.01 0.01
H 0.02 -0.03 0.00
H 0.00 -0.04 -0.02
H -0.07 0.03 0.01
C -0.06 -0.07 0.22
H 0.01 0.00 0.00
C -0.17 -0.19 -0.21
C -0.02 0.00 -0.03
C 0.15 -0.07 0.00
Ge -0.06 -0.11 -0.30
C 0.01 0.07 -0.03
H 0.06 0.11 0.01
C 0.05 -0.02 0.00
C -0.01 -0.02 0.00
H 0.00 0.00 -0.02
C 0.04 0.08 0.02
C -0.03 0.14 0.00
H 0.01 -0.01 0.00
C -0.01 -0.06 -0.09
H -0.02 -0.03 0.05
C 0.05 0.07 -0.20
C 0.01 0.08 -0.15
C -0.21 0.16 -0.10
H 0.01 0.02 0.00
H 0.00 0.03 -0.05
C 0.03 0.00 0.05
H 0.06 -0.04 0.00
C -0.07 0.05 -0.04
H -0.01 0.00 0.01
C 0.01 -0.01 0.00
C -0.19 0.06 0.18
C 0.04 0.00 -0.06
H -0.01 0.01 -0.01
H 0.00 0.00 0.01
H 0.01 0.02 0.01
C 0.04 0.08 -0.04
C -0.02 0.07 -0.06
H 0.01 0.01 0.01
C -0.10 -0.14 0.03
O 0.09 0.12 -0.01
H -0.01 -0.01 -0.01
C -0.08 0.03 0.08
H 0.02 -0.01 -0.01
C 0.11 -0.03 0.02
H 0.00 0.02 0.01
C -0.14 -0.01 -0.07
C 0.08 -0.08 0.03
C 0.00 -0.03 0.03
H 0.00 0.00 0.01
H -0.02 0.06 -0.04
H -0.02 0.02 -0.08
H 0.00 -0.01 0.00
H 0.01 -0.06 0.00
H 0.01 0.01 0.00
H 0.02 0.00 -0.01
C -0.09 -0.04 0.04
C 0.05 -0.22 -0.03
C -0.13 -0.35 0.06
H 0.03 0.01 0.01
C -0.01 0.05 -0.06
H 0.02 0.01 0.01
H -0.01 0.00 -0.01
Ge 0.18 -0.02 -0.11
H 0.00 0.01 0.01
H 0.06 0.00 0.01
C 0.02 0.04 0.06
C 0.04 0.39 -0.01
O 0.16 -0.03 0.35
H -0.04 -0.03 0.04
H -0.01 -0.01 0.00
H 0.01 0.01 0.00
H -0.01 -0.03 -0.02
N 0.28 -0.05 -0.12
C -0.04 -0.05 0.14
C -0.15 0.04 0.02
N 0.50 0.14 -0.13
H 0.01 0.01 -0.01
C 0.01 0.03 0.00

Computed properties:
- Expectation value of S²: 8.764
- 2S+1: 6
- Molecular weight: 834.10 g mol⁻¹
- Energy: -165344.1194 eV
- F_max: 0.01235 hartree/bohr
- Total charge: +1
- Kohn-Sham gap (spin up / spin down): 6.38 / 6.82 eV
- LUMO energy (spin up / spin down): -0.093 / -0.132 Ha

Record 2
# C39H45NO9P2S

A cluster of 3 separate species, C39H45NO9P2S in total at a distorted geometry (ωB97M-V/def2-TZVPD, OMol25).

CARTESIAN COORDINATES (ANGSTROEM)
H 3.3341 -2.4821 3.7912
H 3.1655 2.5885 1.1833
O 8.4998 -4.7613 -5.8024
C -12.0441 2.6073 3.4217
H -11.8307 4.6947 3.8822
O -9.9142 6.2025 3.4435
C -6.1053 6.6164 1.7655
H 4.5629 -5.4417 -1.2535
C -7.4033 4.1649 1.8354
O 1.0306 -4.4288 2.0824
H -3.0642 -1.3297 -0.9142
H -1.3280 -0.6495 1.5613
H -5.6005 7.5726 1.7307
H 3.2317 -1.9383 1.4070
C 6.1507 -3.3953 -3.4254
H -0.7338 0.9468 -1.7128
H 8.0245 1.2176 -6.6202
C 5.9360 -6.0837 -2.7749
C 0.9652 1.4474 -0.4917
H 4.7587 -3.0448 -1.8416
H -3.5319 1.8597 1.4196
C -0.7207 -3.4809 0.4274
C 8.7637 -0.7634 -6.9931
C -11.4404 1.4850 2.8647
H 1.3800 1.2708 1.6023
H -13.0441 2.5380 3.8285
H 3.4798 1.9306 -0.3997
C 7.1637 -0.2134 -5.2844
C 3.8499 -1.5277 3.6680
H 5.8451 -7.1322 -2.5245
H -7.8716 7.4049 2.7010
C 7.8191 -3.9420 -5.2240
C 7.9861 0.1773 -6.3261
H -2.0445 0.7499 3.3578
C 4.3062 -1.7430 1.3454
C 7.1098 -1.5491 -4.9083
H 0.6712 2.4856 -0.3509
S 0.2096 -3.2828 1.9126
H -0.8198 -2.4906 3.5297
H -11.9724 0.5435 2.8342
C 4.3701 0.8381 1.1971
C 5.2119 -5.1334 -2.0625
O 4.8330 -1.6210 2.6588
C 7.8802 -2.4959 -5.5870
H -0.8579 -4.5508 0.3051
C -6.1253 4.2583 1.3018
H 9.4101 -0.4542 -7.8035
H -2.5111 -2.5220 1.2935
H 0.2103 -0.4070 -1.1797
C -7.3761 6.5286 2.3074
H 5.2671 1.4354 1.0388
C -11.3701 3.8153 3.4545
C 1.8433 0.9731 0.6608
H 7.3496 -6.4218 -4.3569
H 6.5582 0.5098 -4.7563
H -2.8634 0.6079 0.1052
C -0.2033 0.5437 -0.8480
H -2.7558 -3.4640 -0.1491
P -1.2434 1.9769 1.6940
H -1.4561 -1.7190 -1.4559
O 0.8207 -1.9925 1.9403
C 3.2142 1.6542 0.6221
C -8.0910 2.8425 1.8350
C 4.5748 -0.5088 0.4887
O -7.5423 1.8506 1.4017
C 8.7111 -2.0963 -6.6253
H 1.9349 -0.1132 0.6526
H 5.5738 -0.5768 0.0648
H -4.4792 5.5449 0.8536
H 4.3521 -1.2502 4.5895
C -5.4761 5.4796 1.2689
C 6.7769 -5.6921 -3.8018
O -0.9256 -3.3059 3.0153
H 4.2676 0.7158 2.2705
C 5.3178 -3.7927 -2.3872
C 6.8920 -4.3470 -4.1279
H 9.3088 -2.8363 -7.1388
O 5.5836 -1.1271 -3.1574
C -2.0457 -1.5051 -0.5645
H 3.8827 -0.5498 -0.3560
H -3.0706 2.9845 2.5052
C -2.0810 -2.7497 0.3203
H 3.1083 -0.7583 3.4393
C -10.1589 1.5684 2.3500
N -2.8531 2.6107 1.5846
H -5.6425 3.3730 0.9131
H 1.6022 1.4478 -1.3800
C -10.0877 3.9074 2.9301
O -1.2444 1.2760 3.2057
H -0.0673 -3.1422 -0.3724
H -9.6791 0.7015 1.9180
C -9.3896 5.2261 2.9527
H 4.7745 -2.6184 0.8949
P -1.5299 0.1259 0.3726
C 6.2265 -1.9482 -3.7760
C -9.4762 2.7773 2.3832
C -8.0285 5.3033 2.3492

Force components x, y, z for each atom (eV/Å):
H -0.10 -0.07 0.09
H -0.09 0.16 -0.07
O 0.00 0.00 -0.02
C 0.01 -0.03 -0.01
H 0.05 0.05 -0.02
O -0.01 0.00 -0.01
C 0.02 -0.03 -0.01
H 0.00 0.00 0.01
C -0.10 0.00 0.02
O 0.14 -0.44 0.07
H -0.07 0.11 -0.05
H 0.04 0.13 0.09
H 0.01 0.01 0.00
H 0.00 0.01 0.00
C 0.06 0.01 -0.08
H -0.18 -0.01 -0.04
H 0.01 0.01 0.00
C -0.01 0.02 0.02
C 0.33 -0.03 -0.21
H 0.02 0.06 -0.04
H -0.10 0.17 -0.08
C -0.74 0.11 -0.11
C -0.02 0.03 0.01
C -0.03 0.02 0.02
H -0.15 -0.35 0.18
H -0.01 -0.01 0.00
H -0.06 -0.06 -0.17
C 0.02 0.09 -0.04
C 0.04 0.02 -0.23
H 0.00 -0.01 0.01
H -0.06 -0.03 0.03
C 0.04 -0.05 -0.02
C 0.03 -0.01 -0.03
H 0.09 -0.10 0.06
C -0.22 0.00 0.23
C 0.00 -0.10 0.01
H -0.14 0.06 0.13
S 0.28 -0.31 -0.52
H -0.14 0.01 0.09
H -0.01 -0.01 0.01
C 0.11 0.08 -0.39
C 0.00 -0.03 -0.01
O 0.22 0.11 0.03
C -0.08 -0.02 0.08
H 0.06 -0.13 0.13
C 0.13 0.02 -0.04
H 0.00 0.01 -0.01
H 0.08 -0.05 0.19
H -0.05 -0.15 0.03
C 0.07 0.07 -0.01
H 0.12 0.06 0.21
C -0.10 -0.03 0.03
C 0.02 0.49 0.04
H 0.04 0.04 -0.04
H -0.03 -0.04 0.06
H 0.11 0.02 0.08
C 0.22 -0.11 0.07
H -0.12 -0.09 0.11
P 0.28 1.11 0.43
H 0.11 0.09 -0.06
O -0.02 0.66 0.12
C 0.15 0.00 0.25
C 0.04 -0.06 -0.01
C -0.19 -0.06 0.07
O 0.01 -0.01 0.01
C 0.05 0.06 -0.08
H -0.02 -0.05 -0.04
H 0.13 0.06 0.03
H 0.01 -0.01 0.00
H 0.09 -0.08 0.11
C 0.01 0.06 0.01
C -0.02 -0.09 0.05
O -0.06 0.12 0.34
H -0.03 -0.08 0.14
C -0.05 -0.05 0.07
C -0.01 0.10 -0.02
H -0.02 -0.06 0.03
O -0.02 0.09 -0.03
C -0.15 0.03 0.30
H 0.09 -0.12 -0.21
H -0.13 0.41 -0.19
C 0.27 -0.09 -0.52
H -0.11 0.02 -0.04
C -0.07 -0.08 0.01
N 0.10 -0.76 0.21
H -0.05 -0.04 -0.01
H -0.02 0.04 -0.15
C 0.10 -0.01 -0.05
O -0.14 -0.33 -0.02
H 0.28 -0.02 0.03
H 0.07 0.03 -0.01
C -0.02 0.06 0.03
H 0.02 -0.10 -0.12
P -0.42 -0.49 -0.71
C -0.05 -0.01 0.09
C 0.03 0.10 0.00
C -0.04 -0.09 -0.01

Computed properties:
- Molecular weight: 765.80 g mol⁻¹
- Energy: -90502.4127 eV
- F_max: 0.02374 hartree/bohr
- SMILES string: COCCCCCCC[PH2](CCCS(=O)(=O)O)P(N)O.O=C1c2ccccc2C(=O)c2ccccc21.O=C1c2ccccc2C(=O)c2ccccc21
- Kohn-Sham gap: 6.37 eV
- LUMO energy: -0.038 Ha